[1]
Here is a structure of composition C46H50BrIrN5O6S from the Open Molecules 2025 dataset. Energies are from wB97M-V/def2-TZVPD.

Summary:
total charge	-1
energy	-5584.739943	a.u.
highest occupied orbital energy (alpha / beta)	-5.273 / -5.268	eV
lowest unoccupied orbital energy (alpha / beta)	0.031 / 0.027	Ha
max |F|	2.51	eV/Å

Structure (XYZ):
```
110
Properties=species:S:1:pos:R:3:mulliken_charge:R:1
Ir -0.092 -0.395 -0.533 4.9753
Br -3.845 -1.056 -4.128 -0.0917
S 2.106 -0.275 -2.275 -0.2339
O -1.229 -1.679 -1.861 -0.7737
O -2.656 1.767 -3.175 -0.6138
O -3.238 -5.803 3.537 -0.7229
O -0.837 1.169 -2.039 -0.1648
O -4.445 -5.955 1.609 -0.7061
O -1.945 -3.744 -2.326 -0.7349
N -1.235 -2.215 0.761 0.7797
N 1.636 2.336 -2.264 0.3606
N -0.778 1.072 0.897 0.4092
N 3.687 1.651 -3.063 -0.3812
N 1.682 -0.621 0.875 0.9626
C 0.407 4.717 -0.849 -2.5091
C -0.375 0.744 5.061 -1.3810
C 5.290 -0.294 0.131 -0.8724
C 0.419 -0.410 -5.868 -0.7641
C 3.842 1.383 1.156 0.1140
C 1.894 -3.853 1.547 -1.4149
C -1.478 1.652 3.122 -1.5055
C -3.708 3.714 -0.603 -1.3204
C -0.019 3.751 0.263 2.5444
C -1.413 -2.355 2.079 -0.1574
C 1.656 -3.746 -0.984 -1.3685
C -4.458 -0.483 -0.538 -1.9110
C 4.149 1.388 2.661 -1.6569
C 1.446 -0.516 2.137 -0.6730
C -1.246 0.178 -4.207 0.6941
C 4.718 -2.550 -0.291 -0.8065
C -1.652 1.093 -3.057 -0.7976
C 5.651 -1.536 -0.344 -1.5240
C 0.472 0.069 4.232 -0.1563
C 3.415 -2.351 0.154 0.6400
C 2.526 2.115 0.868 -1.7882
C -1.356 1.564 4.480 -0.4940
C 4.003 -0.027 0.588 0.7157
C -4.061 2.421 -0.276 -0.3557
C -2.076 -0.800 -4.747 -0.0118
C 0.405 0.158 2.821 -0.3693
C -2.153 -3.387 2.622 -1.0445
C -0.404 -1.413 -6.353 -0.6496
C -4.334 0.073 1.910 -1.8699
C -3.134 1.521 0.230 1.3720
C -1.811 -3.095 -0.055 0.7508
C -1.800 1.944 0.407 -1.0211
C -1.444 3.265 0.087 0.9265
C -2.739 -4.316 1.772 -0.1004
C -3.594 0.121 0.568 2.4573
C 2.477 1.344 -2.542 0.6746
C -2.565 -4.165 0.407 -0.9195
C 0.184 4.405 1.634 -1.2882
C -1.656 -1.606 -5.794 -0.5684
C -3.584 -5.512 2.380 0.2725
C -0.005 0.369 -4.805 -0.1500
C -0.624 0.946 2.220 1.5253
C 3.016 -1.039 0.533 -0.8117
C -2.406 4.134 -0.405 -0.5803
C -1.656 -2.852 -1.554 -0.5124
C 2.597 -3.635 0.206 0.3880
H -2.311 -2.382 -6.164 0.4193
H -3.970 -0.355 -1.502 0.1169
H 1.000 -2.888 -1.018 -0.0702
H 0.024 5.723 -0.677 0.5918
H 1.516 -4.874 1.598 0.5404
H -0.284 0.664 6.136 0.4056
H 1.498 4.782 -0.889 0.3023
H 0.627 2.875 0.212 -1.5037
H -0.967 -1.610 2.718 -0.1219
H 1.394 -0.242 -6.306 0.3955
H 4.007 2.603 -3.098 0.1758
H 1.056 -3.179 1.683 0.0313
H -0.531 5.216 1.790 0.3178
H -2.709 -0.491 0.655 -1.4243
H 1.044 -4.646 -0.928 0.5477
H 4.230 2.417 3.020 0.4239
H -3.012 -4.844 -0.305 0.6502
H 0.630 1.162 -4.439 0.6112
H 0.050 3.676 2.433 0.1873
H 0.035 4.371 -1.815 0.4820
H 5.090 0.876 2.866 0.4273
H 6.648 -1.715 -0.726 0.3921
H -2.247 2.281 2.698 0.6366
H -4.647 -0.951 2.123 0.4833
H 4.352 0.904 -3.151 0.2940
H 2.182 -0.962 2.808 0.3430
H -0.084 -2.036 -7.178 0.3833
H -5.080 2.091 -0.433 0.3225
H -4.438 4.388 -1.033 0.3460
H 0.647 2.065 -2.104 -0.9671
H 2.098 1.788 -0.077 -0.1764
H -5.224 0.705 1.878 0.3715
H 1.193 4.819 1.715 0.4292
H -4.596 -1.552 -0.366 0.4995
H 1.831 3.281 -2.553 0.3374
H -2.272 -3.474 3.693 0.5843
H -2.132 5.150 -0.659 0.3175
H -5.446 -0.021 -0.585 0.4857
H 2.712 3.190 0.814 0.8482
H 1.239 -0.568 4.660 0.4479
H 2.599 -3.718 2.371 0.3762
H 1.789 1.951 1.652 0.1432
H 3.317 -4.451 0.101 0.5958
H -3.696 0.408 2.728 0.3384
H 3.359 0.897 3.228 0.2613
H 5.008 -3.545 -0.608 0.4006
H 6.024 0.503 0.145 0.4735
H 2.213 -3.765 -1.922 0.3750
H -2.027 2.132 5.112 0.4593
H 4.633 1.970 0.682 0.9063
```

***

[2]
Here is an isolated molecule of C3H5NS from the Open Molecules 2025 dataset. Energies are from wB97M-V/def2-TZVPD.

Summary:
energy relative to the best compared isomer or geometry (same formula, charge and spin)	376.9	kJ/mol
energy	-570.091002	a.u.
SMILES string	S=CN1CC1
highest occupied orbital energy	-8.831	eV
lowest unoccupied orbital energy	-0.018	Ha
max |F|	4.69	eV/Å

Structure (XYZ):
```
10
Properties=species:S:1:pos:R:3:nbo_charge:R:1
S 2.042 0.064 -0.033 0.0195
N -0.714 -0.005 -0.572 -0.4684
C -1.870 0.768 0.113 -0.2618
C -1.854 -0.709 0.130 -0.2880
C 0.406 -0.203 0.216 -0.0734
H -2.551 1.428 -0.452 0.2435
H -1.154 -1.507 0.802 0.2364
H -1.604 1.478 0.965 0.2186
H 0.029 -0.176 1.158 0.1353
H -2.488 -1.358 -0.690 0.2383
```